108
Properties=species:S:1:pos:R:3:forces:R:3:mulliken_charge:R:1 method="wB97M-V/def2-TZVPD" de_lowest_kcal_mol=15.6 energy_ev=-97812.5359 charge=+2 max_force_ev_per_a=1.9 e_lumo_ev="-5.992 / -5.418" e_homo_ev="-13.08 / -13.79" gap_ha="0.260 / 0.308" spin_multiplicity=4
Cr 0.2813 0.4043 0.1044 1.17 1.49 -0.42 1.763
C -1.2788 -3.1245 -2.7962 -0.01 -0.06 0.05 -2.235
C -0.7038 -2.6598 -1.4735 -0.13 -0.35 0.03 0.612
C 0.6125 -3.0121 -1.1143 0.04 -0.06 -0.13 2.042
C 1.4923 -3.7831 -2.0735 -0.08 0.07 0.03 -2.695
C 1.0938 -2.7099 0.1622 0.19 0.10 -0.16 0.646
C 2.3730 -3.3181 0.6719 -0.01 0.06 0.02 -2.382
C 0.3557 -1.8562 0.9913 -0.41 -0.57 0.60 1.794
C 0.8545 -1.5595 2.3938 0.15 0.12 -0.16 -2.629
C -0.9908 -1.5476 0.6665 -0.12 -0.55 0.51 1.444
C -1.8955 -1.1366 1.8210 0.04 0.11 -0.12 -1.572
C -1.5347 -2.0146 -0.5454 -0.20 -0.12 0.01 0.985
C -3.0322 -1.9488 -0.7555 0.07 -0.04 -0.02 -2.144
H -1.9290 -2.3774 -3.2574 0.01 -0.02 0.01 0.338
H -1.8853 -4.0238 -2.6476 0.01 0.08 -0.04 0.363
H -0.5101 -3.3844 -3.5174 0.00 0.02 0.01 0.385
H 1.2161 -4.8414 -2.1022 0.03 0.05 -0.01 0.409
H 2.5402 -3.7167 -1.7940 -0.02 -0.01 0.00 0.539
H 1.4095 -3.4042 -3.0926 -0.01 0.00 0.03 0.471
H 3.2388 -2.6831 0.4648 0.00 0.00 -0.01 0.323
H 2.5513 -4.2878 0.2162 0.02 -0.01 -0.01 0.539
H 2.3272 -3.4759 1.7484 0.01 0.02 -0.06 0.445
H 1.9325 -1.3986 2.4064 -0.03 -0.01 0.01 0.684
H 0.6352 -2.4031 3.0543 0.01 -0.02 -0.01 0.458
H 0.3845 -0.6783 2.8246 -0.01 0.01 0.00 0.242
H -1.6746 -0.1439 2.2201 0.00 -0.01 0.00 -0.433
H -1.7712 -1.8464 2.6418 0.00 0.04 -0.02 0.359
H -2.9412 -1.1523 1.5371 0.03 0.03 0.01 0.614
H -3.5222 -2.6570 -0.0788 0.03 0.06 -0.04 0.442
H -3.3279 -2.2273 -1.7615 0.00 0.02 -0.03 0.382
H -3.4457 -0.9619 -0.5482 0.01 -0.07 0.00 0.161
C -0.2377 0.2632 -5.1878 0.01 -0.02 0.09 -1.175
C 0.9501 0.0867 -4.3152 -0.23 0.03 0.12 1.017
N 2.1687 -0.0628 -4.7031 0.28 -0.05 0.41 -0.907
N 2.9008 -0.1422 -3.5346 0.14 -0.05 -0.53 0.377
C 2.1638 -0.0340 -2.4390 0.05 -0.08 0.06 -0.271
S 2.5738 -0.0257 -0.8154 0.03 0.09 0.19 -0.540
N 0.9149 0.1080 -2.9203 -0.33 0.02 -0.22 0.216
N -0.1672 0.2064 -2.0504 0.32 0.18 -0.36 1.642
H 0.0799 0.1726 -6.2231 0.00 0.00 0.00 0.397
H -0.6812 1.2519 -5.0456 0.03 -0.03 0.00 0.241
H -1.0015 -0.4909 -4.9863 0.05 0.01 0.02 0.245
H 3.8975 -0.2683 -3.5742 0.11 0.00 -0.06 0.188
H -0.7683 0.9629 -2.3478 0.02 0.15 -0.20 -0.238
H -0.6954 -0.6595 -2.0776 -0.21 -0.29 -0.11 -0.541
C -0.1168 2.6592 3.7991 -0.01 0.12 0.05 -2.284
C 0.5734 3.7729 2.9813 0.02 -0.14 -0.12 2.306
C 1.2352 4.7931 3.9175 -0.04 0.01 0.01 -1.968
C -0.5419 4.4615 2.1868 -0.01 0.20 0.14 -2.035
P 1.7481 2.9613 1.7490 0.03 -0.18 -0.18 -1.232
N 0.9492 1.7318 1.0465 -0.29 -0.17 0.46 0.565
C 2.2158 4.1309 0.3402 -0.12 -0.12 0.16 2.503
C 3.4777 3.6353 -0.3789 0.00 0.09 -0.04 -1.702
C 2.4542 5.5615 0.8424 0.10 0.04 -0.04 -1.920
C 1.0852 4.1161 -0.7019 -0.02 0.22 0.12 -1.696
C 3.2768 2.3762 2.6654 -0.11 0.00 -0.05 2.242
C 4.2311 3.5387 2.9845 0.07 -0.06 0.09 -1.838
C 2.8591 1.6814 3.9738 0.06 0.01 -0.01 -1.762
C 3.9982 1.3104 1.8306 0.11 0.08 -0.01 -1.191
H -1.0214 3.0754 4.2515 0.05 0.00 -0.03 0.608
H 0.5007 2.2762 4.6051 -0.05 0.02 -0.02 0.335
H -0.4144 1.8269 3.1576 -0.04 0.01 0.00 0.534
H 0.4528 5.2517 4.5295 0.02 -0.05 -0.04 0.518
H 1.7356 5.5972 3.3759 -0.06 -0.07 0.09 0.332
H 1.9491 4.3373 4.6014 -0.05 0.03 -0.03 0.359
H -1.2680 4.8726 2.8964 0.07 -0.08 -0.06 0.718
H -1.0501 3.7314 1.5655 -0.15 -0.08 -0.16 0.069
H -0.1958 5.2866 1.5659 -0.07 -0.07 0.07 0.238
H 4.3799 3.7630 0.2151 -0.04 -0.02 -0.08 0.347
H 3.6000 4.2356 -1.2853 -0.01 -0.01 0.05 0.607
H 3.3881 2.5916 -0.6775 -0.01 0.03 -0.04 -0.023
H 3.2493 5.6068 1.5893 -0.07 0.03 -0.11 0.310
H 1.5618 6.0248 1.2598 0.08 -0.02 -0.06 0.328
H 2.7677 6.1730 -0.0084 0.01 -0.04 0.04 0.573
H 0.9908 3.1317 -1.1547 0.02 -0.11 -0.08 -0.090
H 1.3323 4.8387 -1.4875 -0.02 -0.07 0.09 0.702
H 0.1197 4.3871 -0.2792 0.03 0.00 -0.07 -0.008
H 3.7328 4.3805 3.4663 0.10 -0.11 -0.03 0.320
H 4.7518 3.9051 2.1010 -0.03 -0.02 0.09 0.304
H 4.9941 3.1717 3.6777 -0.04 0.02 -0.05 0.506
H 2.5260 2.3822 4.7367 0.00 -0.06 -0.04 0.322
H 3.7359 1.1672 4.3745 -0.01 0.03 -0.03 0.627
H 2.0837 0.9294 3.8070 0.06 0.04 0.02 0.135
H 4.4072 1.6919 0.8973 -0.04 -0.08 0.10 0.343
H 3.3302 0.4783 1.6072 0.04 0.00 0.09 -0.298
H 4.8320 0.9232 2.4226 -0.04 0.03 -0.02 0.585
C -2.5025 4.6279 -1.8947 -0.07 -0.05 0.09 -1.199
C -3.0334 3.8558 -0.6866 0.26 0.03 -0.19 -0.711
Sb -2.3239 1.8338 -0.3771 -0.72 0.26 0.33 -0.718
C -3.0426 1.1451 -2.3071 -0.17 0.00 0.03 -0.314
C -4.5654 1.1858 -2.4680 0.12 -0.02 -0.10 -1.481
C -4.0497 1.4137 0.8430 0.09 0.01 0.08 -0.841
C -3.9305 2.0285 2.2403 -0.07 -0.06 -0.07 -1.183
H -3.0925 5.5384 -2.0244 0.05 -0.05 -0.03 0.406
H -2.5905 4.0558 -2.8227 0.01 0.06 0.07 0.257
H -1.4632 4.9351 -1.7749 -0.01 -0.08 -0.01 0.245
H -4.1080 3.6938 -0.7870 0.01 0.03 0.04 0.702
H -2.8747 4.4093 0.2359 0.01 0.03 0.06 0.529
H -2.6644 0.1331 -2.4774 -0.18 0.07 -0.06 0.120
H -2.5699 1.8092 -3.0420 -0.04 -0.10 -0.04 0.517
H -5.0706 0.5697 -1.7213 0.04 0.04 -0.03 0.290
H -4.8555 0.8084 -3.4526 0.02 0.05 0.08 0.435
H -4.9498 2.2050 -2.3876 0.02 -0.08 0.03 0.370
H -4.2245 0.3407 0.9014 -0.04 0.07 0.01 0.622
H -4.8851 1.8555 0.2980 -0.01 -0.04 0.03 0.725
H -3.1020 1.6010 2.8107 -0.01 0.05 -0.04 0.153
H -4.8456 1.8421 2.8068 0.06 0.03 -0.02 0.460
H -3.7928 3.1115 2.1949 0.03 -0.05 0.01 0.324